Record 1
A structure of composition C38H51BBrCs2KLiN2O17SV, computed with wB97M-V/def2-TZVPD.

The value obtained for the calculated total energy is -202871.0063 eV. For the molar mass, the calculation gives 1293.40 g/mol. For the HOMO energy, the calculation gives -6.8 eV. The value obtained for the gap between HOMO and LUMO is 1.58 eV.

Last column: Löwdin charge in e.
CARTESIAN COORDINATES (ANGSTROEM)
C (-3.2397, 6.5393, 0.2229)  -0.12
O (-3.3106, 6.1272, -1.1218)  -0.19
C (-2.2449, 6.7264, -1.8500)  -0.24
C (-2.2885, 6.2340, -3.2873)  -0.16
C (-1.7066, 4.8131, -3.3570)  -0.21
C (-0.1489, 4.7788, -3.3525)  -0.14
C (0.4629, 4.1411, -2.0595)  -0.11
N (1.2098, 2.8943, -2.2206)  -0.06
C (0.6796, 1.9423, -3.0951)  -0.37
C (-0.9422, 1.6312, -2.7906)  -0.55
C (-1.4669, 1.4477, -1.4524)  -0.19
C (-2.9585, 1.1719, -1.1603)  -0.37
C (-3.9560, 1.0501, -2.1675)  -0.40
C (-5.5207, 0.7835, -1.9217)  -0.10
C (-3.4356, 1.1953, -3.6639)  -0.22
C (-2.0364, 1.4820, -3.9617)  -0.39
C (2.6421, 2.9793, -2.2803)  -0.34
C (3.3150, 1.5946, -2.0630)  -0.12
C (2.8961, 0.8612, -0.7711)  -0.20
C (4.1926, -0.0277, -0.3286)  -0.16
C (3.8173, -1.4706, 0.2860)  -0.24
N (4.0926, -1.6117, 1.7743)  -0.47
C (5.5327, -1.3823, 2.1086)  -0.09
C (3.8569, -3.0739, 2.0732)  -0.43
C (2.5658, -3.4842, 2.9264)  0.02
O (4.6167, -3.9275, 1.7327)  0.14
O (3.1120, 3.7807, -1.1912)  0.16
B (4.2460, 4.5276, -1.4756)  -0.79
O (4.1601, 5.8734, -1.7658)  0.19
O (5.5148, 3.9577, -1.4305)  0.18
C (3.1930, 3.4547, -3.6804)  -0.63
O (2.6799, 4.4161, -4.3083)  -0.06
O (4.1152, 2.8031, -4.1860)  -0.02
H (-2.3654, 6.1104, 0.7315)  0.09
H (-3.1587, 7.6299, 0.3082)  0.09
H (-4.1423, 6.2274, 0.7458)  0.09
H (-2.3879, 7.8147, -1.8357)  0.13
H (-1.2976, 6.4659, -1.3589)  0.12
H (-1.7103, 6.8692, -3.9600)  0.12
H (-3.3307, 6.2506, -3.6179)  0.11
H (-2.0362, 4.3885, -4.3151)  0.10
H (-2.1391, 4.1733, -2.5833)  0.09
H (0.1512, 5.8298, -3.3716)  0.11
H (0.2261, 4.3475, -4.2753)  0.09
H (-0.4023, 3.9079, -1.4297)  0.10
H (0.9916, 4.9323, -1.5384)  0.13
H (1.1816, 0.9125, -3.0394)  -0.02
H (0.7067, 2.2271, -4.2191)  0.12
H (-0.8014, 1.5510, -0.6087)  0.10
H (-3.2771, 1.1022, -0.1306)  0.09
H (-6.1298, 1.5640, -2.4838)  -0.02
H (-5.8382, 0.8745, -0.8847)  0.09
H (-5.8086, -0.1793, -2.3434)  0.07
H (-4.1504, 1.0942, -4.5479)  0.10
H (-1.6841, 1.5805, -5.0651)  0.09
H (4.3941, 1.6861, -2.0738)  0.12
H (3.0693, 0.9132, -2.8801)  0.12
H (2.5834, 1.5805, 0.0335)  0.05
H (2.1173, 0.1275, -0.9974)  0.10
H (4.7391, -0.2331, -1.2466)  0.11
H (4.8695, 0.6136, 0.3094)  0.10
H (4.4825, -2.1905, -0.1937)  0.10
H (2.7601, -1.7913, 0.0202)  0.08
H (6.2153, -1.9593, 1.4827)  0.10
H (5.6553, -1.6450, 3.1611)  0.09
H (5.8574, -0.3000, 2.0328)  0.09
H (1.7406, -3.5728, 2.2189)  0.04
H (2.3666, -2.7551, 3.7584)  0.07
H (2.7892, -4.4651, 3.3336)  0.08
H (4.1077, 5.9997, -2.7203)  0.11
H (5.7774, 3.8990, -0.5057)  0.11
Cs (2.5347, 0.2353, 2.4630)  1.23
O (3.3145, -3.4849, -1.6255)  -0.29
S (2.0384, -4.0249, -1.1255)  0.26
O (1.1135, -4.2267, -2.2599)  -0.25
O (1.4388, -3.0669, -0.1532)  -0.42
O (2.2668, -5.3214, -0.4669)  -0.24
O (-8.7752, -2.7013, -4.5041)  -0.63
V (-7.9670, -1.2314, -4.5796)  0.90
O (-7.1330, 0.2798, -4.6562)  -0.73
C (6.1537, 0.5674, 7.2711)  -0.15
O (6.3730, 0.2744, 5.8913)  -0.13
H (5.3749, -0.0948, 7.6395)  0.08
H (7.0673, 0.3991, 7.8449)  0.08
H (5.8307, 1.6043, 7.3939)  0.08
H (7.0630, 0.8664, 5.5817)  0.07
K (-5.0493, 2.6697, -3.4338)  0.95
Li (3.8832, 3.9428, -6.0979)  0.85
Br (-2.2430, -0.9490, -1.0955)  0.56
Cs (-0.3174, -0.1322, -4.0756)  1.69
C (-6.5451, -6.0141, 5.7564)  -0.06
C (-5.9169, -7.0379, 6.4581)  -0.06
C (-4.5952, -7.3513, 6.1939)  0.00
C (-3.8976, -6.6510, 5.2187)  -0.08
C (-4.5350, -5.6394, 4.4984)  -0.08
C (-5.8564, -5.3174, 4.7790)  -0.01
C (-3.8177, -4.9086, 3.4146)  -0.28
O (-4.3733, -4.0253, 2.7936)  0.10
C (-2.4132, -5.2919, 3.1097)  -0.08
C (-1.7443, -4.6636, 2.0658)  0.02
C (-0.4316, -4.9994, 1.7796)  -0.04
C (0.2220, -5.9631, 2.5420)  -0.05
C (-0.4397, -6.5984, 3.5793)  0.00
C (-1.7607, -6.2733, 3.8626)  -0.09
C (-2.4688, -6.9877, 4.9572)  -0.28
O (-1.9024, -7.8305, 5.6226)  0.10
H (-7.5762, -5.7647, 5.9704)  0.11
H (-6.4609, -7.5898, 7.2135)  0.11
H (-4.1050, -8.1436, 6.7425)  0.12
H (-6.3460, -4.5254, 4.2296)  0.12
H (-2.2506, -3.9138, 1.4731)  0.12
H (0.0815, -4.5106, 0.9619)  0.08
H (1.2494, -6.2197, 2.3186)  0.11
H (0.0680, -7.3508, 4.1673)  0.12
O (1.2911, 1.7826, -8.5303)  -0.44
H (1.3876, 2.4367, -7.8221)  -0.19

Forces on the atoms, in the same order (eV/Å):
C -0.02 0.06 0.36
O 0.17 0.06 -0.03
C -0.39 0.36 -0.43
C 0.28 -0.76 0.61
C -0.04 -0.16 -1.17
C -0.65 0.40 0.73
C -1.37 0.38 -0.79
N 0.47 0.79 0.90
C -2.09 -0.13 -0.28
C -3.59 3.49 3.81
C -0.42 1.62 -4.06
C 0.66 -0.59 -1.84
C 1.01 0.25 -1.73
C 1.15 0.76 -0.48
C 4.48 -1.68 1.23
C -3.71 2.36 1.81
C 1.72 -1.34 0.19
C -1.11 -0.51 0.47
C 1.76 -0.46 0.44
C -1.58 0.13 0.79
C 0.84 1.14 -0.33
N 1.45 -2.36 -0.73
C -0.08 1.06 0.04
C -1.40 -0.45 1.08
C 1.55 1.38 -0.59
O 0.16 0.54 -0.08
O -0.44 0.39 -0.60
B 0.57 0.41 0.04
O -0.27 -0.29 -0.29
O -0.41 0.12 0.54
C -0.18 0.41 -0.69
O -0.55 0.78 0.00
O 0.91 -0.56 -0.56
H -0.04 -0.05 -0.07
H -0.06 -0.02 -0.09
H -0.01 -0.11 -0.11
H 0.19 0.00 0.20
H 0.09 0.16 -0.12
H -0.07 0.17 0.13
H 0.03 0.06 0.00
H -0.03 -0.10 0.10
H 0.06 0.11 0.13
H 0.32 -0.14 -0.13
H 0.12 -0.10 0.10
H 0.16 -0.05 0.11
H 0.72 -0.52 0.06
H 0.45 2.89 1.04
H 0.08 -0.14 1.27
H 0.02 -0.10 0.05
H 0.07 0.60 0.08
H -0.37 -2.87 1.94
H 0.46 -0.24 0.15
H -0.03 0.01 0.07
H 1.42 -0.69 1.19
H -1.16 0.45 2.05
H -0.02 0.50 -0.13
H 0.35 0.15 -0.13
H 0.16 -0.56 -0.87
H -0.28 0.26 0.30
H 0.02 -0.02 0.04
H -0.61 -0.75 -0.53
H -0.24 0.04 -0.13
H 1.23 0.49 0.63
H -0.11 -0.12 0.04
H 0.20 -0.13 -0.09
H -0.72 -1.00 -0.09
H -0.07 0.24 0.12
H 0.05 -0.61 -0.80
H -0.04 0.02 0.08
H -0.16 0.34 -0.01
H 0.36 -0.35 -0.07
Cs -1.55 1.48 0.83
O -0.23 -0.16 -0.35
S 0.08 0.43 0.37
O 0.01 -0.03 -0.07
O -0.21 -0.27 -0.14
O -0.23 0.01 -0.07
O 0.75 1.38 -0.04
V -0.58 -1.04 -0.05
O 0.35 0.15 0.31
C 0.20 0.11 -0.22
O -0.20 -0.01 0.04
H 0.00 -0.04 -0.06
H -0.07 0.01 0.12
H -0.03 -0.02 0.14
H 0.06 -0.05 -0.06
K -2.44 6.68 -2.67
Li -0.43 -0.43 1.19
Br 0.61 -2.43 0.53
Cs 2.56 -11.27 -4.91
C 0.03 -0.05 0.03
C -0.03 0.06 -0.03
C -0.12 -0.07 0.13
C -0.02 0.10 -0.12
C 0.12 -0.09 0.03
C -0.17 0.01 0.06
C -0.05 0.19 -0.19
O -0.03 0.04 0.04
C -0.01 -0.12 0.11
C 0.09 0.04 -0.04
C -0.04 -0.05 -0.04
C -0.07 -0.01 0.02
C 0.16 0.01 -0.07
C -0.16 0.10 -0.01
C 0.19 -0.20 0.09
O -0.03 -0.01 0.04
H 0.00 0.00 0.00
H 0.00 0.00 0.00
H 0.12 0.03 -0.06
H 0.11 0.01 -0.09
H -0.09 -0.01 0.05
H 0.04 0.00 -0.04
H -0.01 -0.01 -0.10
H -0.12 -0.04 0.06
O 0.10 0.12 0.49
H -0.11 0.01 -0.08

Record 2
A structure of composition C17H14NNaO3S, computed with wB97M-V/def2-TZVPD.

The value obtained for the calculated total energy is -40738.6374 eV. For the molar mass, the calculation gives 335.36 g/mol. For the HOMO energy, the calculation gives -6.6 eV. The value obtained for the gap between HOMO and LUMO is 5.89 eV.

Last column: Löwdin charge in e.
CARTESIAN COORDINATES (ANGSTROEM)
C (3.2545, -2.8308, 2.2106)  -0.05
C (2.3088, -1.7381, 1.8328)  -0.28
C (2.7773, -0.5851, 1.2091)  -0.03
C (1.9026, 0.4098, 0.7821)  -0.04
C (0.5280, 0.2709, 0.9944)  -0.30
S (-0.5878, 1.4495, 0.3289)  0.65
N (-0.5457, 2.4073, 1.8729)  0.04
C (-1.2565, 3.4318, 1.9412)  -0.36
O (-1.8948, 4.3800, 2.0294)  0.20
O (0.0711, 2.1932, -0.6436)  -0.24
O (-1.8477, 0.8710, 0.2197)  -0.24
C (0.0532, -0.8677, 1.6506)  -0.04
C (0.9432, -1.8510, 2.0690)  -0.03
H (2.7246, -3.6657, 2.6680)  0.08
H (3.7703, -3.2033, 1.3180)  0.09
H (4.0123, -2.4745, 2.9161)  0.09
H (3.8487, -0.4624, 1.0532)  0.12
H (2.2630, 1.2897, 0.2771)  0.11
H (-1.0060, -0.9709, 1.8154)  0.11
H (0.5684, -2.7293, 2.5936)  0.12
C (0.0961, 3.6513, 7.1385)  -0.17
Na (-1.8005, 4.5308, 8.2951)  0.68
C (-0.2984, 4.6606, 6.2127)  -0.18
C (-1.5015, 4.2871, 5.6046)  -0.12
C (-1.9220, 3.0354, 6.1396)  -0.26
C (-0.9745, 2.6377, 7.1348)  -0.29
C (-1.2928, 1.5926, 8.0277)  -0.07
C (-2.4175, 0.8125, 7.7934)  -0.13
C (-3.2834, 1.0997, 6.7303)  -0.12
C (-3.0591, 2.2143, 5.9305)  -0.05
H (1.1136, 3.2500, 7.0499)  0.10
H (0.2560, 5.5766, 5.9476)  0.10
H (-2.0141, 4.8853, 4.8151)  0.10
H (-0.6418, 1.3741, 8.8863)  0.11
H (-2.6486, -0.0388, 8.4448)  0.10
H (-4.1423, 0.4418, 6.5527)  0.10
H (-3.7755, 2.4485, 5.1226)  0.11

Forces on the atoms, in the same order (eV/Å):
C 0.22 -0.19 0.05
C -0.21 0.27 -0.07
C -0.05 0.38 -0.12
C -0.27 -0.17 0.13
C 0.69 -1.24 -0.26
S 2.33 -0.10 5.08
N -1.44 1.10 -1.34
C 1.47 -2.38 -0.55
O -0.53 0.89 0.28
O 0.64 1.53 -2.15
O -2.51 -0.64 -0.70
C 0.16 0.36 -0.19
C -0.24 0.02 0.08
H 0.05 0.01 0.01
H -0.02 0.03 0.18
H -0.07 -0.06 -0.11
H -0.23 -0.01 -0.05
H 0.15 0.11 -0.09
H -0.17 -0.09 0.05
H 0.01 0.18 -0.17
C 0.31 -1.03 -0.26
Na -0.18 0.25 0.09
C -0.22 -0.31 -0.68
C -0.52 1.30 -0.81
C -0.65 -0.52 0.28
C 0.56 0.80 -0.19
C 0.21 -0.62 -0.08
C 0.32 -0.15 0.59
C -0.13 0.37 -0.56
C -0.55 -0.09 -0.33
H -0.04 0.63 1.08
H -0.14 -0.75 0.14
H 0.34 -0.65 0.82
H -0.19 0.05 -0.46
H 0.16 0.39 -0.19
H 0.32 0.39 0.01
H 0.42 -0.06 0.50